4 unconnected molecules or ions with the total composition CH12N2O3, computed with ωB97M-V with the def2-TZVPD basis set.

```
! wB97M-V def2-TZVPD RIJCOSX def2/J DEFGRID3
* xyz 0 1
N 0.270 -1.330 1.435
C 0.941 -0.173 0.804
N 0.736 -0.257 -0.672
H 0.703 -1.443 2.347
H 0.691 -2.066 0.868
H 2.032 -0.104 0.927
H 0.591 0.787 1.169
H -0.074 -0.805 -0.926
H 0.623 0.703 -0.958
H -4.372 2.864 -1.562
H -3.404 2.118 -2.496
O -3.562 2.357 -1.595
H -0.090 -0.331 3.356
H 0.190 -0.327 4.772
O -0.076 0.303 4.094
H 1.412 -1.441 -4.165
H 1.675 -0.323 -3.232
O 1.713 -0.533 -4.166
*
```

- SMILES: NCN.O.O.O
- HOMO-LUMO gap: 0.381 hartree
- Total energy: -10353.6270 eV
- HOMO level: -9.68 eV

Need the Mulliken charges? In units of e they are: -0.72 -0.29 -0.53 0.23 0.28 0.21 0.31 0.23 0.25 0.32 0.32 -0.64 0.34 0.32 -0.64 0.31 0.34 -0.66

***

A single C3H5N3OS molecule, computed with ωB97M-V with the def2-TZVPD basis set.

```
! wB97M-V def2-TZVPD RIJCOSX def2/J DEFGRID3
* xyz 0 1
C 0.956 -0.163 -0.272
C 0.587 1.016 0.270
C -0.742 1.111 0.560
H 2.351 -1.830 -1.033
H 2.901 -1.507 0.606
H 1.285 1.727 0.582
H -2.720 1.083 -0.698
H -0.584 -1.750 -0.227
N 1.977 -1.288 -0.155
N -1.343 0.034 0.018
N -0.329 -0.747 -0.613
O -2.705 0.053 -0.429
S -1.635 2.261 1.391
*
```

- SMILES: Nc1cc(=S)n(O)[nH]1
- HOMO-LUMO gap: 0.292 hartree
- Total energy: -20539.5532 eV
- HOMO level: -8.09 eV

Need the Mulliken charges? In units of e they are: 0.25 -0.59 0.00 0.26 0.29 0.49 0.37 0.32 -0.56 0.21 -0.37 -0.36 -0.33

***

A single C18H23ClN2O4 molecule, computed with ωB97M-V with the def2-TZVPD basis set.

```
! wB97M-V def2-TZVPD RIJCOSX def2/J DEFGRID3
* xyz 0 1
C -5.384 -1.008 2.145
C -4.009 -0.616 1.639
H -3.505 -1.464 1.162
H -3.375 -0.233 2.447
O -4.163 0.402 0.647
C -3.065 1.015 0.243
O -1.976 0.882 0.751
C -3.322 1.878 -0.971
H -4.346 2.244 -0.960
H -2.619 2.712 -0.975
C -3.100 0.996 -2.220
N -1.792 0.387 -2.226
C -1.629 -0.795 -1.541
O -2.582 -1.465 -1.185
N -0.340 -1.244 -1.386
C 0.832 -0.433 -1.584
H 0.708 0.255 -2.420
H 1.655 -1.111 -1.835
C 1.166 0.319 -0.274
C 2.232 1.361 -0.537
O 1.967 2.387 -1.121
C 3.611 1.080 -0.040
C 4.190 1.959 0.869
C 5.467 1.722 1.347
C 6.187 0.624 0.909
C 5.613 -0.233 -0.017
C 4.331 -0.019 -0.492
H 3.915 -0.687 -1.231
Cl 6.509 -1.598 -0.589
H 7.184 0.436 1.274
H 5.910 2.400 2.060
H 3.631 2.820 1.200
C 1.462 -0.718 0.809
C 0.241 -1.627 0.959
H 0.436 -2.405 1.698
H -0.607 -1.029 1.297
C -0.121 -2.270 -0.383
H -1.038 -2.853 -0.298
H 0.687 -2.923 -0.729
H 1.674 -0.220 1.757
H 2.335 -1.317 0.541
H 0.261 0.869 0.016
H -1.031 1.047 -2.211
H -3.210 1.602 -3.123
H -3.832 0.186 -2.228
H -5.877 -0.154 2.604
H -5.994 -1.361 1.319
H -5.288 -1.801 2.881
*
```

- SMILES: CCOC(=O)CCNC(=O)N1CCC[C@@H](C(=O)c2cccc(Cl)c2)C1
- HOMO-LUMO gap: 0.349 hartree
- Total energy: -42733.5400 eV
- HOMO level: -8.96 eV

Need the Mulliken charges? In units of e they are: -1.41 0.09 0.14 0.32 -0.29 0.68 -0.59 -0.69 0.37 0.38 -0.90 -0.06 0.47 -0.67 0.21 -1.66 0.48 0.15 1.91 -0.30 -0.62 0.56 -0.59 -0.59 -0.47 0.12 -0.47 0.57 -0.23 0.43 0.39 0.44 -0.99 -0.38 0.52 0.11 -1.13 0.48 0.40 0.46 0.34 -0.15 0.28 0.36 0.46 0.33 0.34 0.40

***

A molecular structure, C39H87FeO33P5S, computed with ωB97M-V with the def2-TZVPD basis set.

```
! wB97M-V def2-TZVPD RIJCOSX def2/J DEFGRID3
* xyz 0 5
Fe 0.723 -1.062 -0.475
S 1.237 0.706 1.306
O 1.107 -0.769 1.393
O 2.659 0.935 1.127
O 0.601 0.804 -0.042
O 0.521 1.494 2.271
C 0.468 4.390 0.489
C -0.796 3.931 -0.176
O -1.266 5.159 -0.785
C -0.229 5.937 -0.952
O -0.254 7.056 -1.384
O 0.912 5.374 -0.454
H 1.165 3.551 0.462
H 0.393 4.726 1.524
H -1.394 3.387 0.556
H -0.545 3.194 -0.941
C 5.033 2.550 3.958
C 4.474 3.012 2.633
O 5.457 3.928 2.202
C 6.642 3.561 2.763
O 7.686 3.819 2.239
O 6.455 2.634 3.733
H 4.882 1.470 3.861
H 4.737 2.891 4.946
H 3.509 3.507 2.713
H 4.526 2.189 1.920
C 1.587 -0.373 4.937
C 0.376 0.269 5.539
O 0.873 0.746 6.811
C 2.223 0.574 6.881
O 2.866 0.950 7.811
O 2.668 -0.092 5.811
H 1.743 -0.048 3.913
H 1.589 -1.458 5.075
H -0.331 -0.540 5.729
H -0.129 0.979 4.889
C -2.416 -1.059 2.400
C -3.168 -0.099 1.459
O -3.540 -0.716 0.243
P -2.768 -0.606 -1.138
O -1.424 -1.152 -0.909
O -3.768 -1.305 -2.173
C -4.166 -2.645 -1.763
C -4.552 -3.416 -3.047
O -2.827 0.984 -1.454
C -4.116 1.536 -1.824
C -3.914 2.226 -3.162
H -3.117 -1.857 2.677
H -1.635 -1.595 1.856
H -2.037 -0.760 3.375
H -4.051 0.249 1.987
H -2.455 0.673 1.155
H -3.342 -3.158 -1.266
H -5.011 -2.442 -1.108
H -4.762 -2.751 -3.887
H -3.700 -3.966 -3.454
H -5.379 -4.112 -2.920
H -4.986 0.884 -1.894
H -4.220 2.200 -0.964
H -3.566 1.449 -3.845
H -4.882 2.608 -3.495
H -3.214 3.057 -3.233
C 0.080 -6.260 -3.629
C 0.389 -4.872 -3.145
O -0.586 -4.678 -2.061
P -0.120 -4.380 -0.561
O 0.525 -3.065 -0.415
O -1.479 -4.551 0.303
C -2.297 -5.681 0.235
C -3.638 -5.527 0.978
O 0.799 -5.606 -0.171
C 1.683 -5.678 0.955
C 0.964 -6.281 2.189
H 0.433 -6.910 -2.827
H -0.940 -6.491 -3.926
H 0.701 -6.551 -4.482
H 1.440 -4.795 -2.847
H 0.459 -4.029 -3.837
H -2.379 -5.997 -0.812
H -1.662 -6.425 0.740
H -3.460 -4.800 1.774
H -4.260 -4.965 0.281
H -3.899 -6.489 1.406
H 2.417 -6.394 0.583
H 2.156 -4.718 1.157
H 1.621 -6.648 2.976
H 0.431 -5.439 2.636
H 0.305 -7.092 1.886
C 4.348 -2.549 -3.494
C 5.193 -3.304 -2.419
O 4.468 -3.374 -1.191
P 4.028 -2.152 -0.275
O 2.769 -1.524 -0.768
O 5.224 -1.097 -0.239
C 5.220 0.188 -0.929
C 6.287 1.165 -0.598
O 4.092 -2.798 1.175
C 3.646 -2.176 2.383
C 4.111 -2.931 3.625
H 4.443 -1.497 -3.236
H 4.748 -2.758 -4.487
H 3.314 -2.890 -3.466
H 5.250 -4.360 -2.671
H 6.142 -2.769 -2.418
H 5.178 -0.148 -1.969
H 4.215 0.611 -0.845
H 7.188 0.821 -1.115
H 5.966 2.104 -1.047
H 6.619 1.302 0.429
H 3.956 -1.126 2.389
H 2.564 -2.038 2.348
H 3.523 -3.848 3.590
H 5.189 -3.078 3.607
H 3.857 -2.301 4.476
C 2.102 -1.361 -6.996
C 2.028 -0.057 -6.177
O 2.072 -0.150 -4.775
P 0.897 0.191 -3.688
O 0.922 -0.782 -2.580
O 1.090 1.718 -3.332
C 2.218 2.072 -2.486
C 2.747 3.391 -3.056
O -0.395 0.233 -4.639
C -0.850 -0.950 -5.255
C -2.157 -1.535 -4.813
H 1.667 -1.242 -7.987
H 3.103 -1.788 -7.020
H 1.444 -2.064 -6.479
H 2.647 0.628 -6.764
H 1.059 0.378 -6.441
H 1.827 2.125 -1.471
H 2.964 1.280 -2.575
H 2.245 4.240 -2.606
H 3.814 3.335 -2.810
H 2.888 3.305 -4.133
H -0.750 -0.801 -6.339
H -0.130 -1.779 -5.238
H -2.433 -2.396 -5.417
H -1.808 -1.915 -3.848
H -2.946 -0.800 -4.681
C -7.268 5.888 4.715
C -6.134 4.836 4.649
O -6.164 4.338 3.304
P -4.747 4.019 2.548
O -4.730 2.713 1.857
O -4.590 5.268 1.592
C -4.173 5.234 0.229
C -5.288 4.818 -0.749
O -3.603 4.198 3.650
C -2.358 3.550 3.582
C -1.505 3.621 4.826
H -6.911 6.745 5.287
H -7.719 6.180 3.768
H -8.137 5.432 5.195
H -5.185 5.250 4.976
H -6.529 4.062 5.308
H -3.606 6.132 -0.005
H -3.411 4.452 0.272
H -4.912 4.771 -1.772
H -5.460 3.765 -0.526
H -6.212 5.388 -0.699
H -2.614 2.504 3.375
H -1.765 3.894 2.730
H -1.951 3.245 5.745
H -0.600 3.062 4.580
H -1.065 4.599 5.032
*
```

- HOMO-LUMO gap (alpha / beta): 0.289 / 0.258 hartree
- Total energy: -201101.1756 eV
- HOMO level (alpha / beta): -7.83 / -6.98 eV
- <S²>: 6.01

Atomic partial charges in e from the Mulliken method, atoms 1 to 99: 0.33 0.57 -0.67 -0.79 -0.56 0.11 0.40 1.53 -0.40 0.52 -0.63 -0.38 -0.35 0.15 -0.53 -0.28 -0.03 0.84 -0.42 0.58 -0.55 -0.36 0.05 0.30 0.19 -0.57 0.59 0.63 -0.40 0.54 -0.57 -0.43 -0.59 0.21 0.26 -0.38 -0.87 0.33 -0.38 -0.39 0.80 -0.18 0.06 -1.52 0.00 0.15 -0.99 0.41 -0.21 0.25 0.45 -0.38 -0.27 0.42 0.35 0.28 0.44 0.49 -0.31 0.02 0.45 0.25 -1.40 0.55 -0.25 -0.80 1.44 0.17 -0.28 -1.19 -0.16 0.61 -1.31 0.28 0.26 0.44 0.09 -0.09 0.26 0.32 0.23 0.25 0.38 0.31 -0.39 0.45 0.27 0.32 -0.33 -0.50 -0.32 -1.22 2.08 -0.28 1.47 -1.76 -0.55 1.21 -1.37

***

A molecular structure, C2H7N5, computed with ωB97M-V with the def2-TZVPD basis set.

```
! wB97M-V def2-TZVPD RIJCOSX def2/J DEFGRID3
* xyz 0 1
C 1.515 -0.264 -0.080
C -1.873 0.204 0.159
H 1.838 1.669 -0.744
H 0.070 1.229 -0.045
H 3.201 0.162 -0.547
H 0.589 -2.131 -0.131
H -0.753 -0.416 1.856
H -2.519 1.323 0.626
H -3.369 -0.338 -0.967
N 1.249 1.180 -0.134
N 2.704 -0.833 -0.173
N 0.351 -0.937 0.183
N -0.632 -0.261 0.766
N -2.371 -0.587 -0.770
*
```

- HOMO-LUMO gap: 0.344 hartree
- Total energy: -9632.6177 eV
- HOMO level: -8.83 eV

Need the Mulliken charges? In units of e they are: 0.40 0.09 0.22 0.31 0.22 0.35 0.25 0.28 0.25 -0.51 -0.66 -0.34 -0.30 -0.55

***

A molecular structure, C58H48GeN10O3Sr, computed with ωB97M-V with the def2-TZVPD basis set.

```
! wB97M-V def2-TZVPD RIJCOSX def2/J DEFGRID3
* xyz 0 1
Sr 0.311 0.550 -0.948
C -0.163 1.610 4.665
N -0.035 2.042 3.283
C -0.486 1.385 2.212
N -0.285 2.106 1.128
C 0.328 3.228 1.608
N 0.489 3.236 2.917
C -1.614 1.491 5.091
C -1.965 0.661 6.150
C -3.296 0.512 6.518
C -4.297 1.187 5.837
C -3.946 2.043 4.798
C -2.610 2.194 4.435
C -4.960 2.776 4.046
N -6.247 2.749 4.142
N -6.736 3.624 3.178
C -5.706 4.140 2.596
O -4.554 3.633 3.084
C -5.629 5.184 1.581
C -6.755 5.587 0.866
C -6.633 6.610 -0.061
C -5.411 7.253 -0.249
C -4.302 6.878 0.496
C -2.996 7.639 0.424
N -1.884 6.861 -0.106
C -1.150 5.912 0.495
N -0.210 5.480 -0.314
C -0.413 6.228 -1.433
N -1.418 7.076 -1.352
C -4.414 5.823 1.386
H 0.364 2.328 5.288
H 0.331 0.645 4.761
H -0.955 0.407 2.240
H 0.655 4.041 0.974
H -1.193 0.104 6.673
H -3.553 -0.148 7.337
H -5.340 1.077 6.105
H -2.365 2.864 3.620
H -7.700 5.092 1.049
H -7.500 6.927 -0.631
H -5.326 8.064 -0.967
H -2.721 7.968 1.425
H -3.096 8.512 -0.211
H -1.326 5.554 1.501
H 0.194 6.138 -2.324
H -3.557 5.509 1.971
C 0.384 -3.504 1.388
C -0.871 -4.094 1.424
C -1.946 -3.420 0.872
C -1.787 -2.152 0.292
C -0.523 -1.539 0.202
C 0.534 -2.265 0.772
C -2.985 -1.426 -0.207
C -4.298 -1.898 0.104
C -5.398 -1.206 -0.283
C -5.247 -0.002 -1.007
C -6.339 0.786 -1.431
C -6.130 1.921 -2.164
C -4.817 2.294 -2.519
C -3.744 1.554 -2.103
C -3.923 0.392 -1.313
N -2.825 -0.311 -0.904
H 1.242 -4.012 1.822
H -1.015 -5.070 1.873
H -2.912 -3.915 0.886
H 1.541 -1.851 0.739
H -4.430 -2.809 0.668
H -6.392 -1.570 -0.047
H -7.345 0.466 -1.177
H -6.969 2.525 -2.488
H -4.664 3.170 -3.136
H -2.732 1.819 -2.377
C 3.145 4.764 -3.103
C 2.306 3.629 -2.732
N 1.637 2.740 -2.447
H 3.614 5.186 -2.217
H 2.535 5.528 -3.582
H 3.920 4.442 -3.796
O 2.292 0.460 0.193
C 2.755 -0.274 -0.734
O 2.210 -0.379 -1.870
C 4.062 -0.998 -0.416
C 4.783 -1.883 -1.465
Ge 4.550 -3.837 -1.669
C 5.917 -4.377 -2.984
C 5.779 -3.940 -4.304
C 6.669 -4.349 -5.289
C 7.711 -5.212 -4.966
C 7.863 -5.652 -3.659
C 6.972 -5.234 -2.675
C 2.955 -4.539 -2.572
C 2.144 -3.705 -3.336
C 1.108 -4.226 -4.104
C 0.882 -5.594 -4.137
C 1.703 -6.440 -3.404
C 2.731 -5.916 -2.634
C 5.036 -4.677 0.042
C 5.573 -3.894 1.066
C 5.992 -4.461 2.263
C 5.878 -5.830 2.462
C 5.352 -6.627 1.454
C 4.941 -6.055 0.256
H 3.868 -1.519 0.526
H 4.745 -0.178 -0.176
H 5.849 -1.804 -1.237
H 4.649 -1.458 -2.462
H 4.957 -3.278 -4.566
H 6.548 -4.001 -6.308
H 8.400 -5.543 -5.735
H 8.676 -6.324 -3.404
H 7.098 -5.580 -1.653
H 2.311 -2.635 -3.323
H 0.475 -3.557 -4.675
H 0.072 -6.000 -4.732
H 1.548 -7.513 -3.437
H 3.356 -6.597 -2.070
H 5.670 -2.821 0.928
H 6.411 -3.833 3.041
H 6.202 -6.274 3.396
H 5.264 -7.698 1.597
H 4.553 -6.700 -0.522
*
```

- HOMO-LUMO gap: 0.252 hartree
- Total energy: -139322.0583 eV
- HOMO level: -6.98 eV

Atomic partial charges in e from the Mulliken method, atoms 1 to 99: 1.73 -1.27 1.01 -0.34 0.09 -1.15 -0.99 0.76 -0.88 -0.65 -0.83 0.04 -0.14 0.53 -0.52 -0.49 0.58 -0.20 0.09 -0.98 -0.74 -0.73 1.14 -1.48 1.06 -0.20 -0.39 -0.30 -1.01 0.09 0.34 0.48 0.53 0.98 0.46 0.40 0.53 0.82 0.54 0.42 0.41 0.36 0.42 0.42 0.36 0.44 -0.77 -0.91 -0.83 1.12 -0.43 0.01 0.16 -0.79 -1.01 1.43 -0.81 -0.55 -0.66 -0.54 -0.11 -0.12 0.50 0.37 0.29 0.42 0.23 0.43 0.40 0.43 0.42 0.43 -0.95 0.25 -0.17 0.29 0.30 0.34 -0.91 0.69 -0.97 -0.22 -1.19 1.19 0.01 -0.30 -0.71 -0.40 -0.64 -0.19 0.38 0.03 -0.70 -0.43 -0.82 -0.32 0.53 -0.29 -0.73